Run P
Molecular formula: Br2ClOPS2
Method: DFT, ωB97M-V with the def2-TZVPD basis set

Geometry (Å):
S (-0.1653, -0.2916, 1.9501)
Br (0.8689, 2.8113, 0.0981)
Br (-2.3000, -0.0081, 2.0581)
S (-0.7070, 1.7042, -0.8644)
P (0.0549, -0.1579, -0.1490)
O (1.4166, -0.4387, -0.5657)
Cl (-1.4161, -1.6131, -0.8831)

Properties
* total charge: 0
* SMILES: O=P(Cl)(SBr)SBr
* gap between HOMO and LUMO: 0.3319 Ha
* E_LUMO: -1.0 eV
* HOMO energy: -10.081 eV

Here are the Löwdin charges for atoms 1 to 4, given in e: number 1, S, carries 0.0877; number 2, Br, carries 0.2422; number 3, Br, carries 0.2003; number 4, S, carries 0.0732

=====

Run Q
Molecular formula: Br2ClOPS2
Method: DFT, ωB97M-V with the def2-TZVPD basis set

Geometry (Å):
Br (1.8885, 0.9768, 1.6373)
Br (0.4625, -2.4996, 1.3799)
P (-0.7500, 0.2808, -0.3797)
O (-2.0753, 0.5160, -0.9024)
Cl (0.9228, 1.4205, -2.6822)
S (-0.3172, 1.0752, 1.5302)
S (-0.1314, -1.7697, -0.5832)

Properties
* total charge: 0
* gap between HOMO and LUMO (alpha / beta): 0.2424 / 0.2449 Ha
* E_LUMO (alpha / beta): -3.2 / -3.2 eV
* HOMO energy (alpha / beta): -9.829 / -9.877 eV

Here are the Löwdin charges for atoms 1 to 4, given in e: number 1, Br, carries 0.2222; number 2, Br, carries 0.1983; number 3, P, carries 0.0790; number 4, O, carries -0.4088

=====

Most stable = run P

=====

Run P
Molecular formula: C4H9N3O2
Method: DFT, ωB97M-V with the def2-TZVPD basis set

Geometry (Å):
H (2.5353, 2.1325, -0.5737)
O (-3.1177, -1.5116, -0.1644)
H (1.8511, 1.2913, -1.9865)
C (-1.0162, -0.2175, 0.3652)
C (1.6164, 1.7147, -1.0027)
H (0.9278, 2.5554, -1.1361)
H (1.9527, -1.1329, -0.6442)
N (-0.7780, -0.9690, 1.4828)
H (0.1516, -1.3523, 1.5366)
C (-2.6538, -0.2547, -0.0596)
H (-4.0803, -1.3920, -0.3115)
H (3.0287, 0.0053, 0.1471)
N (-0.3745, 0.4042, -0.5329)
C (1.9930, -0.3596, 0.1306)
H (-1.5753, -1.5535, 1.7256)
O (-3.3823, 0.7083, 0.0036)
N (1.0338, 0.7055, -0.1159)
H (1.8879, -0.7740, 1.1360)

Properties
* total charge: 0
* SMILES: CN(C)/N=C(\N)C(=O)O
* gap between HOMO and LUMO: 0.3252 Ha
* E_LUMO: 0.6 eV
* HOMO energy: -8.217 eV

Here are the Löwdin charges for atoms 1 to 4, given in e: number 1, H, carries 0.0778; number 2, O, carries 0.0858; number 3, H, carries 0.0754; number 4, C, carries -0.3141

=====

Run Q
Molecular formula: C4H9N3O2
Method: DFT, ωB97M-V with the def2-TZVPD basis set

Geometry (Å):
C (-0.3633, -1.5009, 0.1056)
N (0.6376, 0.6357, -0.1624)
H (2.6201, 1.2338, -0.4109)
H (-0.1711, -2.3625, -0.5268)
N (-1.5142, -1.6853, 0.9592)
O (-1.7516, 0.5670, -0.5647)
H (-2.2974, 0.6179, -1.3640)
N (0.8283, -1.0049, 0.6646)
H (-0.3542, 0.5094, 1.7336)
C (0.5937, 0.3118, 1.2327)
H (1.4472, 0.6903, 1.7886)
H (-2.0838, -0.8529, 1.0388)
O (-0.3786, -0.3055, -2.1646)
H (1.5885, 1.3015, -1.8628)
C (1.6243, 1.4789, -0.7875)
C (-0.5789, -0.1140, -0.9656)
H (1.4289, 2.5378, -0.5830)
H (-1.2755, -2.0580, 1.8690)

Properties
* total charge: 0
* gap between HOMO and LUMO: 0.2896 Ha
* E_LUMO: -0.8 eV
* HOMO energy: -8.636 eV

Here are the Löwdin charges for atoms 1 to 4, given in e: number 1, C, carries -0.3179; number 2, N, carries -0.0388; number 3, H, carries 0.0990; number 4, H, carries 0.1293

=====

Most stable = run P

=====

Run P
Molecular formula: C6H14N3O2
Method: DFT, ωB97M-V with the def2-TZVPD basis set

Geometry (Å):
H (1.6615, 2.4980, 0.5956)
H (-0.6687, 0.8347, 1.4221)
C (0.7117, 0.1148, -0.7464)
H (0.4730, 1.4562, 2.4126)
O (-2.0657, -2.9917, 0.7828)
C (-2.4428, -2.2509, -0.2089)
N (-1.6749, -1.5954, -0.9300)
C (0.2199, 1.4743, -0.8850)
C (0.3517, 1.2139, 1.3902)
H (-2.0952, -1.1808, -1.7442)
H (0.5036, -0.2086, -2.6235)
N (0.6443, -1.2245, 1.3319)
H (2.2187, 0.1328, 0.6829)
H (1.3370, -1.9291, 1.2542)
C (1.1200, 0.0041, 0.7675)
H (0.1717, 3.2031, 0.3865)
N (0.8778, -0.6287, -1.7946)
H (0.9823, -1.6268, -1.9431)
H (-1.1367, -2.6728, 0.8768)
H (-3.5687, -2.3331, -0.4614)
H (0.5217, -0.9365, 2.3361)
C (0.5979, 2.2951, 0.3700)
H (0.3525, 2.7719, -2.2859)
H (-0.9099, 1.2846, -1.0335)
O (0.6238, 1.8643, -2.2196)

Properties
* total charge: +1
* gap between HOMO and LUMO: 0.3430 Ha
* E_LUMO: -4.2 eV
* HOMO energy: -13.503 eV

Here are the Löwdin charges for atoms 1 to 4, given in e: number 1, H, carries 0.1499; number 2, H, carries 0.1280; number 3, C, carries -0.1282; number 4, H, carries 0.1216

=====

Run Q
Molecular formula: C6H14N3O2
Method: DFT, ωB97M-V with the def2-TZVPD basis set

Geometry (Å):
C (2.9610, -1.1706, 0.7883)
N (1.8106, -0.7274, 1.1092)
H (3.1193, -2.0877, 0.3008)
H (0.6330, 0.6253, -2.3086)
H (-3.3898, 1.9325, 0.2496)
O (1.6150, 0.6304, 1.4019)
H (-2.1704, 0.9784, -1.8292)
C (-0.7725, -0.1188, -0.7934)
H (1.6769, 0.7896, 2.3629)
H (-2.3615, 1.0526, 1.3840)
C (0.3380, -0.1818, -1.5765)
H (3.9077, 0.5385, 1.3756)
H (-2.7647, -2.6453, 0.3948)
C (-2.8050, 1.0558, 0.2989)
H (1.1027, -0.9573, -1.3447)
N (-2.3923, -1.7851, -0.1847)
H (-3.4092, 0.2464, 0.3636)
H (-3.1136, -1.3070, -0.5944)
C (-1.6890, 1.1118, -0.8237)
H (-1.0588, 2.0038, -0.7296)
H (0.8043, -1.1602, 1.0901)
N (4.0298, -0.3655, 1.0073)
C (-1.1227, -1.2478, 0.0753)
O (-0.3702, -1.7173, 0.9292)
H (4.9378, -0.8419, 0.8946)

Properties
* total charge: +1
* gap between HOMO and LUMO: 0.3728 Ha
* E_LUMO: -2.9 eV
* HOMO energy: -13.052 eV

Here are the Löwdin charges for atoms 1 to 4, given in e: number 1, C, carries -0.1076; number 2, N, carries 0.0018; number 3, H, carries 0.1533; number 4, H, carries 0.1069

=====

Most stable = run P

=====

Run P
Molecular formula: C2H10N4
Method: DFT, ωB97M-V with the def2-TZVPD basis set

Geometry (Å):
C (-1.7719, -0.5719, 0.7288)
H (1.3515, 1.6397, 0.8113)
H (2.6385, 0.8584, -1.4399)
H (2.4866, -0.5606, 0.5783)
N (-2.0429, 0.6576, 0.8863)
N (1.8345, -0.6203, -0.1834)
H (-1.9110, 0.8663, 1.8752)
H (1.0047, 0.3975, -1.7215)
H (0.2075, 1.7504, -0.3064)
H (-1.5805, -1.1440, 1.6497)
H (-2.8915, -1.5925, -0.6190)
H (-1.2439, -1.8572, -0.8103)
H (0.9605, -0.9799, 0.1189)
C (1.7157, 0.6115, -0.9138)
N (-1.9644, -1.2446, -0.4781)
N (1.2065, 1.7896, -0.1761)

Properties
* total charge: 0
* SMILES: [H]/N=C/N.NCN
* gap between HOMO and LUMO: 0.3576 Ha
* E_LUMO: 0.8 eV
* HOMO energy: -8.929 eV

Here are the Löwdin charges for atoms 1 to 4, given in e: number 1, C, carries -0.3969; number 2, H, carries 0.0458; number 3, H, carries 0.0952; number 4, H, carries 0.0594

=====

Run Q
Molecular formula: C2H10N4
Method: DFT, ωB97M-V with the def2-TZVPD basis set

Geometry (Å):
H (-0.7810, 0.3299, 1.4342)
C (1.1266, 1.8199, 0.1977)
H (-2.3142, -0.6908, -1.3003)
H (1.2330, -0.6431, -0.2327)
C (-0.7664, -0.8623, -0.2045)
H (0.5166, -2.3551, -0.7233)
N (-1.4298, -1.1927, -1.2588)
H (0.4583, -2.1004, 0.9287)
H (2.1579, 2.1938, 0.2164)
H (0.6133, 0.8727, -1.5332)
N (0.9782, 0.6319, -0.6145)
H (0.8556, 1.6334, 1.2429)
H (-2.2892, -0.2171, 0.9439)
N (-1.3020, -0.4252, 1.0087)
N (0.4509, -1.6574, 0.0150)
H (0.4922, 2.6626, -0.1201)

Properties
* total charge: 0
* gap between HOMO and LUMO: 0.3009 Ha
* E_LUMO: 0.8 eV
* HOMO energy: -7.341 eV

Here are the Löwdin charges for atoms 1 to 4, given in e: number 1, H, carries 0.0644; number 2, C, carries -0.2483; number 3, H, carries 0.0367; number 4, H, carries 0.1171

=====

Run R
Molecular formula: C2H10N4
Method: DFT, ωB97M-V with the def2-TZVPD basis set

Geometry (Å):
N (1.8457, -0.4665, 0.2018)
N (-1.3064, -1.6759, -0.5819)
H (-0.5853, -2.3508, -0.8379)
H (2.1125, 0.2697, -0.4509)
C (0.6952, -0.3454, 0.7114)
C (0.1130, 1.3450, 1.5188)
H (0.3471, -1.0714, 1.4360)
H (-1.9974, -1.6777, -1.3270)
H (0.6998, -0.2351, -1.9453)
H (-0.2141, 1.1094, -1.7289)
N (-0.2572, 0.0946, -1.8025)
N (-0.7194, -0.3855, -0.5421)
H (-0.9228, 1.6643, 1.6846)
H (-1.0356, 0.3802, 0.1289)
H (0.6915, 2.1255, 1.0176)
H (0.5332, 1.2196, 2.5173)

Properties
* total charge: 0
* gap between HOMO and LUMO: 0.3290 Ha
* E_LUMO: 0.9 eV
* HOMO energy: -8.006 eV

Here are the Löwdin charges for atoms 1 to 4, given in e: number 1, N, carries -0.0077; number 2, N, carries 0.0506; number 3, H, carries 0.0863; number 4, H, carries 0.0177

=====

Most stable = run P

=====

Run P
Molecular formula: C2H4O2S
Method: DFT, ωB97M-V with the def2-TZVPD basis set

Geometry (Å):
O (-1.4349, -1.1948, 0.3407)
H (1.0636, -1.3692, -1.0379)
O (-1.8108, 1.8043, 1.0705)
H (-2.3252, -0.8161, 0.5895)
H (2.0329, -0.6512, 0.1896)
C (0.0739, 0.3945, 0.0088)
S (-0.4984, 1.8856, 0.4536)
H (1.7201, 0.3480, -1.1161)
C (1.1786, -0.4011, -0.4985)

Properties
* total charge: 0
* gap between HOMO and LUMO: 0.3062 Ha
* E_LUMO: -1.4 eV
* HOMO energy: -9.775 eV

Here are the Löwdin charges for atoms 1 to 4, given in e: number 1, O, carries -0.2165; number 2, H, carries 0.1066; number 3, O, carries -0.5464; number 4, H, carries 0.0012

=====

Run Q
Molecular formula: C2H4O2S
Method: DFT, ωB97M-V with the def2-TZVPD basis set

Geometry (Å):
S (1.7069, -0.7121, 0.1086)
H (-0.7944, -1.1889, 1.0912)
C (-0.9437, -0.6539, 0.0854)
C (0.3028, 0.1538, -0.0120)
H (-1.8821, -0.0111, 0.1400)
O (0.3468, 1.5626, -0.3630)
H (-1.1084, -1.3180, -0.8722)
H (-0.4805, 2.0200, -0.0774)
O (2.8525, 0.1476, -0.1006)

Properties
* total charge: 0
* gap between HOMO and LUMO: 0.3271 Ha
* E_LUMO: 0.2 eV
* HOMO energy: -8.669 eV

Here are the Löwdin charges for atoms 1 to 4, given in e: number 1, S, carries 0.9414; number 2, H, carries 0.0958; number 3, C, carries -0.1450; number 4, C, carries -0.6185

=====

Most stable = run Q